(1)
The following is a quantum chemistry calculation of a cluster of 6 separate species, C36H84 in total in a non-equilibrium geometry, from the OMol25 dataset.

## Properties
- ΔE to the lowest compared entry with this formula, charge and spin: 15.538 eV
- HOMO energy: -9.990 eV
- SMILES string: CCCCCC.CCCCCC.CCCCCC.CCCCCC.CCCCCC.CCCCCC
- Largest force on an atom: 10.40 eV Å⁻¹
- Electronic energy: -1421.4114 Ha
- Kohn-Sham gap: 10.72 eV
- Multiplicity: 1

Last column: Löwdin charge in e.
Geometry (Å):
C 0.3871 -4.1615 -0.5987  -0.2501
H 1.1501 0.1483 5.5292  0.1206
H 0.8648 -2.2665 -6.2444  0.0814
H 1.9799 3.8268 3.1617  0.0880
C -5.5521 -2.3670 3.1986  -0.2522
C -0.2263 -3.5081 0.5487  -0.1556
H 1.6563 -1.3969 -3.5174  0.1046
H 3.0737 6.0400 0.2672  0.0444
C -5.0457 -0.9264 2.7949  -0.1612
H -5.7377 -0.4890 1.9765  0.1393
H -8.2027 -3.4817 4.9382  -0.0091
H 0.0622 -3.8582 -3.7920  0.0684
H -7.4002 -2.0944 3.1532  0.0824
C 1.9498 1.7859 3.3384  -0.2220
H 2.0032 2.6410 -4.6640  0.0185
H 1.6683 2.2609 0.7314  0.0574
H 2.2254 1.1640 2.6795  0.0185
C 1.9294 -0.0562 -5.1031  -0.2280
H -4.5195 -2.8391 3.8219  0.1796
C -1.2038 0.7972 -2.3377  -0.2411
H 0.2538 2.5972 4.2946  0.1235
H -0.0662 0.2240 -2.3478  0.1894
H 5.2474 6.8029 1.1448  0.0898
H -3.0207 0.3908 -3.4357  0.0869
C -3.1317 0.2154 1.4347  -0.1284
C 1.4290 3.1047 1.2718  -0.1316
C 4.3801 6.9808 1.6962  -0.1905
H 3.0870 7.6427 0.0434  0.1115
H -5.6675 -3.0340 2.2741  0.1290
H -4.3456 -1.7366 -3.8147  0.1162
H -0.2912 4.0406 -2.2697  0.0343
H 3.7016 0.1926 -4.1606  0.0980
H 0.5779 7.6031 -0.0803  0.0861
C 1.3395 -6.4205 -1.3848  -0.2063
H 3.3528 3.1040 2.1300  0.1374
H 2.3123 -8.0517 -0.0757  0.1365
C 2.8746 2.2142 -4.6879  -0.0889
C 2.2426 3.0400 2.4688  -0.2882
H 0.9503 -8.3562 -0.6635  0.0134
H 2.9858 -2.0138 -4.7092  0.1599
H -3.5944 -3.0574 -2.8459  0.0691
H 0.0187 -4.4501 -5.1121  0.0593
H -7.4285 -4.3571 3.6190  0.1402
C 2.8433 0.8156 -4.2356  -0.2689
H -1.2225 -0.3949 6.2527  0.1123
C 5.7488 6.0514 3.4806  -0.1128
C -3.3171 -2.1660 -3.4342  -0.1548
C 0.7489 -2.2984 -5.2139  -0.2755
H 0.4079 3.0950 1.5679  0.0697
H -0.3710 6.7241 1.2457  0.0538
C 0.5645 1.6331 3.9122  -0.2203
H -1.6739 0.0390 4.6030  -0.0031
C -2.1153 -0.0618 -3.1717  -0.1903
H -2.8432 -2.3556 -4.3609  0.0393
C 2.3438 -8.6817 -2.1906  -0.1169
C 1.6964 -7.9073 -1.0244  -0.2401
H 0.5659 -6.3995 -2.2454  0.1452
C -1.0507 0.2805 5.3332  -0.0956
H -1.1345 -3.9460 0.8720  0.0671
C 1.7499 6.7504 1.6513  -0.2227
C -0.2272 3.1092 -1.8743  -0.0278
H -1.7820 2.5858 -3.1483  0.0739
H 0.6973 2.5968 -1.8099  0.0550
H 1.6398 -9.0600 -3.0312  0.0995
C 0.3871 0.3582 4.7109  -0.2123
C -0.9368 2.1099 -2.8949  -0.2344
H -0.4159 -4.1287 -1.3457  0.0789
H 0.5203 5.8499 -0.1120  0.0901
H -0.5753 1.8347 -3.7680  0.0490
H -0.6151 -2.4494 0.4339  0.0850
H 0.8139 0.2884 -5.0803  0.1319
H -6.7655 -1.6819 4.7255  0.0967
H 5.6256 5.2460 4.4160  0.1484
H 4.4912 7.9834 2.0293  0.1017
C 0.5498 6.7398 0.6735  -0.1048
H 1.7279 5.8112 2.1468  0.0653
H 5.7750 7.0227 3.8990  0.0658
C -2.5024 -1.4343 -2.4048  -0.2334
H 3.3356 -8.4020 -2.5361  0.0636
H 4.7164 4.9991 2.0728  0.1437
C 0.4162 -5.7559 -0.3963  -0.2252
H -0.5582 3.2345 -0.9066  0.0371
H 3.7714 5.8528 3.3123  0.0333
C 1.9149 -1.5085 -4.5989  -0.2154
H 0.3429 -0.6013 4.1691  0.1063
H 1.5499 -4.1411 -4.5239  0.0460
H -2.8030 -1.5849 2.6029  0.1210
H 3.3727 2.6982 -3.9607  0.0345
H -0.6004 -6.0866 -0.6357  0.1247
H -0.2932 -1.8809 -5.1105  0.1049
H 6.5873 5.7928 3.0011  0.0278
C -6.7968 -2.3214 3.9266  -0.3421
C 0.6441 -3.6879 -4.7305  -0.1290
H -1.4175 1.1086 5.7088  0.0050
H -1.4744 0.9071 -1.4691  -0.0033
H -6.5380 -3.9210 5.0878  0.0562
H 1.3898 -3.7056 -1.0068  0.1478
H 0.8396 -5.9910 0.4214  0.0345
H -1.5843 -0.4459 -4.1684  0.1274
H 2.5897 0.7264 -3.1983  0.0951
C -7.3497 -3.5613 4.5396  -0.0725
H -1.5881 -1.9253 -2.0763  0.0925
H -2.9487 0.9707 2.2983  0.1021
H 2.4648 -9.6868 -1.8089  0.0453
H 1.6918 4.0723 0.6726  0.1014
H 3.6265 2.3738 -5.5100  0.1160
H -2.3362 0.2622 0.6211  0.0668
H 0.4629 -3.3574 1.3114  0.0497
H -5.0373 -0.3554 3.5715  0.0284
C -3.6735 -1.1624 1.9222  -0.2241
H -3.2270 -1.0170 -1.6629  0.1115
C 4.5214 5.9200 2.7331  -0.3199
H 2.2123 -5.7950 -1.2584  0.1043
H -3.8265 0.7000 0.8572  0.0107
H 1.8587 7.4807 2.2636  0.0415
H 0.0170 1.6291 3.0101  0.0825
H 2.1518 -0.1510 -6.1052  0.0815
C 3.0718 6.8733 0.8190  -0.1641
H 2.7673 1.5067 4.1915  0.1642
H -3.8832 -1.9163 1.2702  0.0431

(2)
The following is a quantum chemistry calculation of a cluster of 8 separate species, C36H85NO19 in total in a non-equilibrium geometry, from the OMol25 dataset.

## Properties
- HOMO energy: -8.985 eV
- SMILES string: CCOCNC(=O)OCCOC(C)=O.COCCOC.COCCOC.COCCOC.COCCOC.COCCOC.COCCOC.COCCOC
- Largest force on an atom: 8.81 eV Å⁻¹
- Electronic energy: -2906.4163 Ha
- Kohn-Sham gap: 9.15 eV
- Multiplicity: 1

Last column: Löwdin charge in e.
Geometry (Å):
C -2.4521 0.4001 12.0124  -0.1127
H 7.0656 1.6141 3.8737  0.0836
O 5.9558 0.8778 2.2500  -0.2028
O -0.8318 5.6242 -7.2309  -0.1985
C 0.5939 -6.3360 2.7880  -0.1100
H 4.1611 1.7308 1.7903  0.1082
H 6.0544 0.1806 4.1915  0.0864
C -1.7198 -10.5851 3.8747  -0.1941
H -0.3650 1.1887 8.9600  0.1281
H -2.1846 1.3057 5.1529  0.0879
H -2.6693 6.6403 -7.2666  0.0842
H 0.7061 -4.2027 3.9500  0.1285
H -1.8208 1.0365 -11.7431  0.1248
H -0.4123 -0.1651 -10.2229  0.0827
H -1.4876 3.3944 -9.7689  0.0915
H -0.8413 0.7684 -7.5453  0.0702
C -0.2864 -3.2144 2.2770  -0.2022
H -0.0946 -2.2141 2.6777  0.1169
H 1.3131 3.7749 3.4985  0.1236
H 8.0025 2.2026 1.4222  0.0821
C 8.0559 3.2469 1.7419  -0.1125
H 0.3216 -7.1953 2.1690  0.0935
H -0.4120 -0.9658 0.4783  0.0739
H 3.3565 -0.0904 0.3299  0.1355
H -0.4957 8.1227 -6.7077  0.0832
H -2.1650 -7.3647 3.4108  0.0835
H -1.2679 -3.2004 1.7898  0.1267
O -0.5717 -5.5433 2.9840  -0.2147
H 1.3955 -5.7865 2.2902  0.0840
C -0.8280 8.8209 -7.4810  -0.1114
H -1.5816 2.4163 6.3976  0.0760
H -0.6472 -1.1219 9.8473  0.1225
H 1.5801 -2.4822 -5.2216  0.1380
H -1.1196 1.9429 2.9569  0.1202
H -1.1626 5.7590 4.9790  0.0884
H -3.0194 2.7194 -10.3482  0.1246
H -2.7953 -8.4219 4.6906  0.0864
H -0.2460 -3.5113 -0.4858  0.0654
H -5.4841 -10.4067 2.5910  0.0863
H -3.2035 -11.4630 2.5418  0.1238
H -0.0037 1.9325 -8.5897  0.0909
O 0.7439 -3.4868 1.3214  -0.2152
C -0.2818 -1.4124 -5.1281  -0.2002
C -1.9395 -8.2300 4.0402  -0.1127
C 0.3371 3.5649 3.0466  -0.1902
O 2.6304 -0.8676 -2.8151  -0.0756
H -2.1369 5.9990 -5.6988  0.0912
C -0.1637 2.1734 3.4454  -0.1955
H 8.8682 3.3453 2.4672  0.0895
H 0.5159 5.9723 4.4232  0.0861
H 7.5382 0.0275 3.2318  0.0896
C 5.0755 2.0029 2.3276  -0.1934
H 0.5674 1.4294 3.1124  0.1169
H 4.3034 -1.1836 -1.5093  0.1496
H -2.6935 0.6459 -3.0728  0.0652
H -3.0446 -12.2611 4.1151  0.1219
C -1.9787 2.4766 -10.1115  -0.1888
H -2.1140 3.0576 4.8298  0.0866
H 8.2714 3.8828 0.8777  0.0870
H -1.4148 3.4718 9.0306  0.0827
C -1.9698 2.8415 9.7323  -0.1094
H 5.9156 3.0475 0.6095  0.1258
H -0.0395 9.5550 -7.6731  0.0868
O -2.0044 1.5008 -9.0646  -0.1889
C 0.2608 -4.2058 0.1913  -0.1067
C -0.7944 0.8936 -4.4930  -0.2258
C -4.8194 -9.7628 3.1752  -0.1120
H 0.9529 -6.7053 3.7525  0.0872
H 0.4550 3.5981 1.9590  0.0982
C -1.4390 -0.3851 10.0175  -0.1934
C -0.7190 5.7561 -8.6509  -0.2053
O -1.1621 8.1653 -8.7000  -0.1964
H -1.2407 2.5003 -7.4325  0.0826
H -2.5111 2.3153 -3.9519  0.0873
H 1.3160 0.1814 -10.4372  0.0898
C -0.2182 7.1476 -9.0497  -0.1882
H -1.4586 0.2229 7.9555  0.1181
O -0.6068 4.5825 3.3964  -0.1913
H -2.7400 4.8885 -6.9434  0.0821
O -2.3941 1.6590 9.0622  -0.2062
C 5.6840 3.2415 1.6629  -0.1880
C -3.0551 -11.2885 3.6134  -0.1939
H -1.5382 0.5473 0.5179  0.1049
H 4.9545 4.0565 1.7031  0.1241
H -5.4186 -9.0070 3.6902  0.0898
H -1.3527 2.6933 -12.1557  0.1218
C -0.7498 -0.0206 -0.1562  0.0012
H 1.7715 -1.1197 0.3946  0.1253
H -1.0323 -3.9397 4.1571  0.1249
H -1.2015 -0.3959 -1.1694  0.0836
O 0.6032 -2.2445 -2.3649  -0.0418
O -0.5852 -0.0525 -5.5994  -0.2245
H -2.8344 -0.5388 12.4221  0.0860
C 3.1315 -1.4083 -1.5417  -0.1289
H -3.1002 0.8138 -4.9598  0.0924
C -0.9599 1.6933 -8.1163  -0.0948
C -0.2727 5.2381 4.6153  -0.1137
O -4.1532 -10.5489 4.1577  -0.1975
H 1.1176 -4.6457 -0.3263  0.0923
O -1.2300 0.1583 11.3243  -0.1957
H -2.4011 -0.9117 9.9652  0.1257
C 0.5337 0.9917 -0.3400  -0.2471
O 0.0839 1.6539 -11.1478  -0.1957
H -0.3812 1.9472 -4.8727  0.1389
C -2.3712 1.1401 -4.0901  -0.0978
C 0.3274 0.2746 -10.8951  -0.1130
H 0.0596 4.5400 5.3886  0.0808
H -1.5484 -10.4508 4.9509  0.1261
C 1.4072 -1.6118 -3.2641  -0.2278
O 0.3992 2.2704 0.1016  -0.0432
C -2.1676 5.8047 -6.7744  -0.1083
H -1.3443 2.6274 10.6034  0.0842
H -0.5100 -2.1485 -6.0397  0.1580
H 4.8004 2.2095 3.3703  0.1268
C 6.6888 0.6793 3.4536  -0.1120
O -0.2764 2.0415 4.8655  -0.1981
H 0.7578 7.3576 -8.5979  0.1258
H -4.1226 -9.2532 2.5039  0.0829
C 2.4622 -0.5125 -0.3373  -0.1253
H -2.8587 3.3816 10.0693  0.0908
C -1.6123 2.2219 5.3220  -0.1047
H 3.0145 -2.5656 -1.4137  0.1400
H -0.9115 -11.2128 3.4853  0.1215
H -1.6749 5.5257 -9.1395  0.1179
H -2.2465 1.0809 12.8430  0.0900
H -1.0653 -7.9930 4.6527  0.0848
N 1.1663 -1.6426 -4.7570  0.0569
H -0.1004 7.1808 -10.1373  0.1237
C -0.2617 -4.2204 3.4317  -0.1832
C -1.3432 0.6953 8.9360  -0.1985
H -3.2121 0.8506 11.3708  0.0823
H -1.0596 -1.6823 -4.2966  0.1450
O 1.8236 0.6547 -0.9651  -0.0963
H -0.2018 0.6542 -3.5127  0.1129
H -1.7179 9.3417 -7.1174  0.0898
H 0.0121 5.0122 -8.9840  0.1202
C -1.3017 1.9301 -11.3721  -0.1906
O 6.8516 3.6903 2.3586  -0.1966
H 0.3310 -0.2763 -11.8395  0.0850
H -0.4256 -5.0104 0.4693  0.0865
O -1.6421 -9.3317 3.1896  -0.1976